{
  "formula": "C29H41N5P2S2Sc",
  "method": "ωB97M-V/def2-TZVPD",
  "lumo_ha": -0.1177,
  "charge": 1,
  "de_lowest_kcal_mol": 12.6,
  "homo_energy_ev": -10.1,
  "gap_ha": 0.2528,
  "species": ["Sc", "C", "C", "C", "P", "C", "C", "C", "C", "C", "C", "C", "C", "C", "N", "C", "C", "C", "C", "C", "C", "P", "C", "C", "C", "C", "C", "C", "H", "H", "H", "H", "H", "H", "H", "H", "H", "H", "H", "H", "H", "H", "H", "H", "H", "H", "H", "H", "H", "H", "H", "H", "H", "H", "H", "H", "H", "H", "H", "H", "H", "H", "H", "H", "N", "C", "N", "C", "N", "S", "C", "N", "C", "C", "S", "H", "H", "H", "H", "H"],
  "xyz": [[0.286, -0.109, -0.345], [2.210, -3.794, 1.187], [1.012, -4.123, 0.294], [0.404, -5.466, 0.689], [-0.157, -2.672, 0.255], [-1.658, -3.263, -0.655], [-2.701, -2.141, -0.623], [-1.274, -3.630, -2.090], [-0.805, -2.345, 1.924], [-1.454, -3.347, 2.650], [-2.061, -3.080, 3.860], [-2.077, -1.771, 4.326], [-1.469, -0.763, 3.609], [-0.780, -1.018, 2.411], [-0.192, 0.020, 1.663], [0.398, 1.108, 2.332], [1.016, 0.979, 3.587], [1.603, 2.057, 4.215], [1.623, 3.310, 3.611], [1.076, 3.451, 2.352], [0.466, 2.375, 1.704], [-0.176, 2.499, 0.006], [-1.781, 3.428, 0.121], [-2.726, 2.634, 1.026], [-1.634, 4.868, 0.601], [0.967, 3.646, -0.905], [2.366, 3.038, -1.007], [0.385, 3.903, -2.298], [2.915, -4.627, 1.181], [1.885, -3.631, 2.217], [2.731, -2.902, 0.850], [1.356, -4.187, -0.744], [0.221, -5.506, 1.762], [1.119, -6.256, 0.455], [-0.521, -5.686, 0.157], [-2.064, -4.138, -0.142], [-2.285, -1.212, -1.041], [-3.043, -1.943, 0.392], [-3.565, -2.412, -1.230], [-0.782, -2.788, -2.583], [-2.166, -3.884, -2.664], [-0.602, -4.488, -2.119], [-1.506, -4.349, 2.248], [-2.544, -3.870, 4.418], [-2.588, -1.530, 5.250], [-1.531, 0.258, 3.960], [1.055, 0.003, 4.052], [2.067, 1.917, 5.183], [2.079, 4.155, 4.109], [1.131, 4.412, 1.857], [-2.182, 3.425, -0.897], [-2.369, 2.652, 2.058], [-2.805, 1.590, 0.712], [-3.724, 3.071, 1.006], [-1.217, 4.901, 1.608], [-2.620, 5.334, 0.636], [-1.011, 5.465, -0.064], [1.035, 4.589, -0.359], [2.323, 2.077, -1.528], [2.810, 2.886, -0.023], [3.015, 3.702, -1.582], [0.179, 2.962, -2.812], [1.096, 4.466, -2.904], [-0.542, 4.475, -2.252], [0.437, -0.151, -2.367], [0.275, 0.192, -3.501], [0.090, 0.472, -4.680], [0.218, 1.496, -5.488], [0.308, 2.373, -6.234], [2.760, -0.166, 0.753], [4.396, -0.146, 0.442], [4.991, 0.246, -0.675], [6.443, 0.384, -0.659], [6.941, -0.476, 0.501], [5.533, -0.619, 1.659], [4.450, 0.610, -1.444], [6.716, 1.431, -0.513], [6.854, 0.043, -1.607], [7.778, -0.024, 1.024], [7.214, -1.479, 0.182]]
}

---

{
  "formula": "C29H42As3N3Ti",
  "method": "ωB97M-V/def2-TZVPD",
  "lumo_ha": [0.0106, 0.0090],
  "charge": 0,
  "de_lowest_kcal_mol": 1.5,
  "multiplicity": 3,
  "homo_energy_ev": [-4.9, -7.9],
  "s2": 2.027,
  "gap_ha": [0.1923, 0.2981],
  "species": ["Ti", "C", "As", "C", "C", "C", "C", "C", "C", "C", "As", "C", "C", "H", "H", "H", "H", "H", "H", "H", "H", "H", "H", "H", "H", "H", "H", "H", "H", "C", "C", "C", "C", "N", "H", "H", "H", "H", "H", "H", "H", "H", "H", "N", "C", "C", "C", "C", "C", "N", "C", "H", "H", "H", "H", "C", "As", "C", "C", "C", "C", "C", "C", "C", "C", "H", "H", "H", "H", "H", "H", "H", "H", "H", "H", "H", "H", "H"],
  "xyz": [[0.021, -0.037, 0.245], [1.791, 0.008, 3.822], [0.162, -0.448, 2.866], [-1.173, -0.024, 4.213], [0.131, -2.408, 3.038], [0.707, -3.029, 4.145], [0.642, -4.404, 4.302], [-0.014, -5.176, 3.352], [-0.584, -4.569, 2.246], [-0.512, -3.188, 2.072], [-1.271, -2.339, 0.465], [-3.147, -2.767, 0.684], [-0.765, -3.665, -0.874], [1.708, -0.208, 4.886], [1.971, 1.073, 3.683], [2.621, -0.542, 3.382], [-0.921, -0.533, 5.143], [-2.154, -0.351, 3.871], [-1.196, 1.053, 4.374], [1.220, -2.437, 4.894], [1.099, -4.873, 5.163], [-0.076, -6.250, 3.472], [-1.086, -5.187, 1.511], [-3.248, -3.831, 0.895], [-3.681, -2.518, -0.232], [-3.564, -2.187, 1.504], [-1.133, -4.662, -0.639], [0.322, -3.683, -0.946], [-1.176, -3.349, -1.833], [-3.391, 1.615, 0.886], [-2.124, 2.254, 0.306], [-2.469, 2.943, -1.018], [-1.585, 3.294, 1.291], [-1.134, 1.229, 0.102], [-4.196, 2.346, 0.992], [-3.180, 1.187, 1.869], [-3.735, 0.810, 0.233], [-3.247, 3.699, -0.882], [-2.826, 2.209, -1.744], [-1.587, 3.436, -1.427], [-2.331, 4.065, 1.504], [-0.694, 3.777, 0.887], [-1.309, 2.810, 2.231], [5.931, 3.197, -0.257], [5.198, 2.320, -0.086], [4.297, 1.245, 0.116], [4.749, -0.127, 0.237], [3.806, -1.106, 0.399], [2.451, -0.771, 0.455], [2.019, 0.554, 0.338], [2.930, 1.495, 0.177], [5.804, -0.358, 0.198], [4.101, -2.144, 0.484], [1.692, -1.562, 0.492], [2.556, 2.510, 0.093], [-0.732, -0.543, -3.806], [0.484, -0.033, -2.379], [0.740, 1.828, -2.864], [2.152, -0.874, -3.030], [2.681, -0.332, -4.319], [2.301, -0.877, -5.543], [2.775, -0.349, -6.736], [3.644, 0.732, -6.722], [4.039, 1.277, -5.507], [3.562, 0.749, -4.318], [-0.322, -0.233, -4.767], [-1.690, -0.051, -3.644], [-0.886, -1.622, -3.809], [1.112, 1.919, -3.883], [1.431, 2.299, -2.168], [-0.231, 2.309, -2.771], [1.919, -1.938, -3.114], [2.881, -0.764, -2.226], [1.630, -1.729, -5.562], [2.471, -0.788, -7.677], [4.018, 1.142, -7.651], [4.726, 2.113, -5.483], [3.881, 1.174, -3.372]]
}

---

{
  "formula": "C29H42DyI2N10O6P2",
  "method": "ωB97M-V/def2-TZVPD",
  "lumo_ha": [0.0783, 0.0783],
  "charge": -1,
  "de_lowest_kcal_mol": 24.1,
  "multiplicity": 6,
  "homo_energy_ev": [-4.9, -4.9],
  "s2": 9.337,
  "gap_ha": [0.2573, 0.2573],
  "species": ["Dy", "C", "P", "C", "C", "C", "P", "C", "C", "H", "H", "H", "H", "H", "H", "H", "H", "H", "H", "H", "H", "H", "H", "H", "H", "N", "C", "C", "C", "C", "C", "N", "N", "C", "H", "H", "H", "H", "H", "H", "H", "H", "C", "C", "O", "H", "H", "H", "C", "C", "N", "C", "C", "N", "C", "N", "N", "N", "C", "C", "C", "C", "C", "C", "H", "H", "H", "H", "H", "H", "H", "H", "H", "H", "H", "O", "N", "O", "O", "I", "I", "O", "C", "C", "C", "C", "O", "N", "H", "H", "H", "H"],
  "xyz": [[-0.913, 0.480, -1.322], [2.832, 1.306, 1.898], [2.322, 0.323, 0.422], [3.289, -1.193, 0.884], [3.533, 1.131, -0.784], [3.510, 0.931, -2.324], [2.157, 1.620, -3.447], [3.143, 3.115, -3.993], [2.240, 0.737, -5.045], [3.920, 1.427, 1.949], [2.498, 0.768, 2.792], [2.356, 2.289, 1.891], [4.294, -0.948, 1.246], [3.371, -1.870, 0.029], [2.750, -1.716, 1.677], [4.521, 0.806, -0.440], [3.478, 2.202, -0.588], [3.561, -0.132, -2.560], [4.409, 1.405, -2.719], [4.062, 2.807, -4.500], [3.388, 3.742, -3.139], [2.541, 3.709, -4.683], [2.946, -0.094, -4.981], [2.546, 1.417, -5.836], [1.253, 0.334, -5.265], [1.006, -0.859, -1.789], [1.181, -0.159, -2.692], [-2.365, 5.793, 0.261], [-2.086, 4.412, 0.751], [-1.704, 3.928, 1.980], [-1.479, 2.555, 1.790], [-1.750, 2.203, 0.539], [-2.101, 3.355, -0.076], [-0.958, 1.576, 2.795], [-2.830, 6.391, 1.045], [-3.014, 5.775, -0.615], [-1.431, 6.277, -0.032], [-1.553, 4.491, 2.889], [-2.404, 3.357, -1.048], [-0.302, 2.090, 3.500], [-0.388, 0.788, 2.301], [-1.770, 1.110, 3.359], [-4.807, 0.459, -1.572], [-3.341, 0.422, -1.306], [-2.685, 1.280, -1.969], [-5.347, 0.520, -0.623], [-5.080, -0.498, -2.030], [-5.087, 1.286, -2.231], [0.296, -3.064, 0.398], [-0.864, -2.329, 0.962], [-1.288, -1.121, 0.660], [-2.435, -0.909, 1.407], [-2.688, -1.984, 2.182], [-1.683, -2.894, 1.889], [-1.465, -4.141, 2.560], [-0.244, -4.098, 3.353], [0.581, -5.166, 3.354], [1.613, -4.907, 4.068], [1.489, -3.616, 4.546], [2.357, -2.856, 5.336], [1.976, -1.569, 5.631], [0.757, -1.035, 5.156], [-0.110, -1.772, 4.384], [0.289, -3.084, 4.088], [0.832, -2.415, -0.283], [-0.075, -3.927, -0.162], [0.971, -3.417, 1.179], [-2.992, 0.006, 1.318], [-3.482, -2.208, 2.876], [-1.342, -4.964, 1.862], [-2.330, -4.326, 3.191], [3.293, -3.272, 5.687], [2.623, -0.944, 6.235], [0.501, -0.010, 5.397], [-1.033, -1.349, 4.009], [2.021, 3.845, -1.255], [1.266, 3.375, -0.398], [1.043, 3.946, 0.665], [0.749, 2.222, -0.600], [-0.107, 2.753, -3.454], [-2.675, 4.402, -3.687], [-1.181, -0.296, -3.735], [-1.563, -1.448, -3.475], [-1.910, -2.494, -4.517], [-2.257, -3.704, -3.654], [-2.066, -3.200, -2.218], [-2.244, -3.904, -1.236], [-1.673, -1.888, -2.217], [-1.047, -2.644, -5.168], [-2.732, -2.134, -5.136], [-1.598, -4.558, -3.811], [-3.284, -4.049, -3.770]]
}

---

{
  "formula": "C29H42F3NO14",
  "method": "ωB97M-V/def2-TZVPD",
  "lumo_ha": -0.0167,
  "charge": 0,
  "smiles": "[H]/N=C\\C[C@@](CCC(F)=C(F)F)(COO)OC=O.O=C1CCCO1.O=C1CCCO1.O=C1CCCO1.O=C1CCCO1.O=C1CCCO1",
  "homo_energy_ev": -8.7,
  "gap_ha": 0.3034,
  "species": ["H", "N", "C", "C", "C", "C", "C", "C", "F", "C", "F", "F", "C", "O", "O", "O", "C", "O", "H", "H", "H", "H", "H", "H", "H", "H", "H", "H", "H", "O", "C", "C", "C", "C", "O", "H", "H", "H", "H", "H", "H", "O", "C", "C", "C", "C", "O", "H", "H", "H", "H", "H", "H", "O", "C", "C", "C", "C", "O", "H", "H", "H", "H", "H", "H", "O", "C", "C", "C", "C", "O", "H", "H", "H", "H", "H", "H", "O", "C", "C", "C", "C", "O", "H", "H", "H", "H", "H", "H"],
  "xyz": [[-2.115, -0.567, -0.782], [-1.500, -1.381, -0.851], [-0.453, -1.009, -1.441], [-0.109, 0.374, -1.968], [-0.728, 1.581, -1.238], [-2.141, 1.802, -1.847], [-3.044, 2.761, -1.044], [-4.190, 2.085, -0.370], [-5.137, 2.903, 0.120], [-4.362, 0.749, -0.227], [-4.370, 0.113, 0.902], [-4.587, 0.008, -1.275], [-0.841, 1.449, 0.277], [0.211, 0.712, 0.872], [0.711, 1.406, 1.974], [0.002, 2.764, -1.665], [1.132, 3.000, -0.927], [2.148, 2.445, -1.059], [0.302, -1.778, -1.607], [-0.422, 0.418, -3.017], [0.978, 0.451, -1.981], [-1.937, 2.302, -2.794], [-2.619, 0.861, -2.113], [-2.506, 3.406, -0.350], [-3.493, 3.452, -1.770], [-0.859, 2.435, 0.748], [-1.794, 0.982, 0.548], [-0.016, 1.348, 2.618], [1.047, 3.801, -0.174], [-11.278, 1.152, 0.621], [-10.126, 0.888, 0.446], [-9.259, -0.005, 1.311], [-7.854, 0.354, 0.842], [-8.095, 0.762, -0.600], [-9.411, 1.339, -0.617], [-9.507, -1.047, 1.100], [-9.409, 0.213, 2.365], [-7.131, -0.455, 0.944], [-7.484, 1.210, 1.411], [-8.082, -0.092, -1.282], [-7.372, 1.499, -0.945], [6.574, -1.329, -2.878], [6.268, -0.303, -2.340], [6.768, 0.203, -1.003], [5.765, 1.302, -0.675], [5.347, 1.772, -2.057], [5.427, 0.603, -2.894], [7.776, 0.599, -1.131], [6.762, -0.591, -0.261], [6.170, 2.099, -0.054], [4.907, 0.874, -0.154], [6.021, 2.533, -2.458], [4.332, 2.160, -2.069], [-1.231, 1.937, 4.023], [-1.869, 1.032, 4.492], [-1.453, 0.126, 5.631], [-2.444, -1.026, 5.504], [-3.653, -0.337, 4.892], [-3.110, 0.714, 4.072], [-1.570, 0.667, 6.571], [-0.424, -0.202, 5.510], [-2.665, -1.527, 6.444], [-2.052, -1.772, 4.810], [-4.302, 0.113, 5.646], [-4.245, -1.007, 4.274], [9.590, 2.087, -0.532], [10.596, 1.437, -0.547], [11.216, 0.755, -1.750], [12.202, -0.210, -1.102], [12.557, 0.516, 0.186], [11.371, 1.244, 0.548], [11.719, 1.508, -2.359], [10.460, 0.238, -2.335], [13.069, -0.438, -1.719], [11.698, -1.149, -0.871], [13.373, 1.229, 0.051], [12.818, -0.169, 0.990], [-1.771, -4.371, -3.745], [-2.392, -4.778, -2.807], [-3.335, -3.984, -1.930], [-3.495, -4.894, -0.719], [-3.292, -6.272, -1.326], [-2.365, -6.076, -2.405], [-4.278, -3.843, -2.462], [-2.901, -3.025, -1.660], [-4.450, -4.785, -0.206], [-2.701, -4.685, 0.001], [-4.217, -6.687, -1.734], [-2.873, -6.982, -0.616]]
}

---

{
  "formula": "C29H42FeO2Se",
  "method": "ωB97M-V/def2-TZVPD",
  "lumo_ha": [0.0950, 0.0950],
  "charge": -1,
  "de_lowest_kcal_mol": 0.0,
  "multiplicity": 2,
  "homo_energy_ev": [-3.6, -3.8],
  "s2": 0.786,
  "gap_ha": [0.2275, 0.2340],
  "species": ["Fe", "C", "C", "C", "C", "C", "C", "C", "Se", "C", "C", "C", "C", "C", "C", "O", "C", "C", "C", "C", "C", "C", "C", "C", "C", "O", "C", "C", "C", "C", "C", "C", "H", "H", "H", "H", "H", "H", "H", "H", "H", "H", "H", "H", "H", "H", "H", "H", "H", "H", "H", "H", "H", "H", "H", "H", "H", "H", "H", "H", "H", "H", "H", "H", "H", "H", "H", "H", "H", "H", "H", "H", "C", "H", "H"],
  "xyz": [[-0.114, 0.188, 0.052], [-5.675, -3.730, -2.554], [-4.791, -4.557, -1.612], [-4.559, -5.933, -2.230], [-5.529, -4.750, -0.273], [-3.477, -3.797, -1.341], [-3.493, -2.588, -0.636], [-2.303, -1.928, -0.350], [-2.290, -0.322, 0.690], [-2.461, 0.926, -0.923], [-3.793, 1.157, -1.218], [-4.160, 1.802, -2.409], [-3.135, 2.224, -3.237], [-1.766, 2.023, -2.999], [-1.359, 1.310, -1.843], [-0.130, 1.020, -1.597], [-0.790, 2.605, -4.049], [-1.017, 4.120, -4.165], [0.690, 2.396, -3.693], [-1.041, 1.926, -5.403], [-5.649, 2.005, -2.726], [-6.290, 2.836, -1.607], [-6.330, 0.635, -2.787], [-5.859, 2.721, -4.055], [-1.028, -2.389, -0.791], [0.026, -1.669, -0.530], [-1.010, -3.628, -1.482], [-2.227, -4.279, -1.721], [0.267, -4.367, -1.952], [0.383, -5.678, -1.157], [0.175, -4.692, -3.449], [1.564, -3.576, -1.736], [-6.631, -4.240, -2.736], [-5.174, -3.575, -3.515], [-5.885, -2.750, -2.123], [-5.521, -6.436, -2.371], [-3.940, -6.557, -1.576], [-4.071, -5.855, -3.207], [-6.465, -5.305, -0.418], [-5.772, -3.788, 0.182], [-4.895, -5.300, 0.429], [-4.420, -2.132, -0.297], [-4.554, 0.824, -0.523], [-3.398, 2.747, -4.152], [-0.841, 4.594, -3.194], [-2.038, 4.361, -4.480], [-0.320, 4.552, -4.894], [0.927, 2.848, -2.730], [1.317, 2.859, -4.466], [0.932, 1.338, -3.630], [-2.062, 2.097, -5.763], [-0.892, 0.846, -5.308], [-0.341, 2.309, -6.156], [-6.200, 2.329, -0.644], [-7.356, 3.011, -1.802], [-5.789, 3.806, -1.522], [-6.233, 0.112, -1.835], [-5.864, 0.013, -3.558], [-7.399, 0.732, -3.017], [-5.398, 3.715, -4.039], [-6.929, 2.847, -4.252], [-5.427, 2.146, -4.880], [-2.189, -5.225, -2.251], [-0.483, -6.327, -1.325], [0.440, -5.462, -0.085], [1.286, -6.229, -1.451], [-0.688, -5.323, -3.685], [1.077, -5.225, -3.772], [0.090, -3.770, -4.034], [1.711, -3.343, -0.684], [1.544, -2.634, -2.283], [2.415, -4.173, -2.089], [0.029, 1.792, 0.952], [0.762, 1.824, 1.778], [-0.297, 2.791, 0.627]]
}